# 1
69
Properties=species:S:1:pos:R:3:forces:R:3:lowdin_charge:R:1 method="wB97M-V/def2-TZVPD" homo_ev="-15.419 / -15.283" homo_lumo_gap_ev="4.07 / 3.83" energy_ev=-77128.7144 spin_multiplicity=1 e_above_lowest_kcal_mol=75.7 charge=+3
In -0.538 1.761 0.336 2.1 -5.7 -1.5 0.671
S 1.252 0.199 3.095 0.2 -0.2 -0.1 0.908
S -4.385 4.552 -1.219 1.2 2.3 2.9 0.816
P 1.254 1.820 -1.553 0.8 0.4 -1.0 0.798
P 0.063 -1.862 -0.676 0.1 -0.7 -0.3 0.757
P -2.542 0.141 0.935 -1.1 -0.2 0.6 0.780
O 1.178 1.103 1.845 -0.8 0.7 -0.9 -0.660
C -0.268 -3.259 0.483 0.0 0.3 0.2 -0.287
C -4.212 3.509 -3.379 1.1 -0.7 0.0 -0.261
C 2.979 -0.303 3.122 0.0 0.1 0.0 -0.200
C -2.013 3.019 -4.413 -1.0 -1.5 -0.1 -0.095
C -1.388 3.718 0.543 -0.1 2.8 3.3 -0.111
C -3.905 1.250 1.459 0.2 0.2 -0.1 -0.236
C -3.281 2.600 -4.085 0.5 0.2 -1.1 -0.017
C 1.806 -2.305 -1.063 0.1 0.2 0.2 -0.293
C 2.902 1.182 -1.094 -0.2 -0.2 0.6 -0.203
C -0.712 -2.591 -2.183 -0.1 0.3 0.1 -0.273
C -3.426 4.500 -2.550 -2.8 -1.6 0.3 -0.690
C -1.467 4.212 -3.874 -0.8 1.5 1.1 -0.044
C -2.331 -0.911 2.423 0.6 0.2 0.0 -0.211
C -2.161 4.934 -2.906 2.0 0.6 -0.8 -0.102
C 1.616 3.558 -1.985 -0.2 0.2 0.3 -0.223
C 1.256 1.323 4.494 0.3 -0.2 0.3 -0.200
C -0.746 3.323 1.756 -1.7 4.4 0.1 -0.111
C -3.366 -0.957 -0.271 0.3 0.1 -0.6 -0.226
C 0.884 1.064 -3.171 -0.5 -0.3 0.1 -0.201
H -1.343 -3.372 0.669 0.2 -0.1 0.0 0.034
H 0.242 -3.057 1.434 -0.2 -0.2 -0.1 0.042
H -0.429 -3.649 -2.267 -0.1 0.3 -0.1 0.066
H 3.183 1.591 -0.115 0.0 -0.1 -0.2 0.058
H -1.803 -2.505 -2.117 0.2 -0.1 -0.2 0.027
H -4.453 -0.928 -0.111 0.3 0.1 0.1 0.081
H 0.807 0.788 5.339 0.1 0.2 -0.1 0.080
H 2.153 -1.767 -1.954 0.0 -0.2 0.2 0.036
H -3.320 -1.233 2.783 0.2 0.2 -0.2 0.086
H -1.721 -1.795 2.200 -0.2 0.3 0.0 0.030
H -3.155 -0.604 -1.289 -0.1 -0.2 0.2 0.053
H 2.444 -2.039 -0.209 0.0 -0.1 -0.2 0.033
H 2.400 3.587 -2.758 -0.2 -0.1 0.2 0.085
H -4.286 1.827 0.607 0.0 -0.1 0.1 0.046
H -3.683 1.663 -4.465 0.2 0.1 -0.2 0.123
H 0.679 -0.009 -3.058 0.1 0.3 0.0 0.025
H -1.343 3.068 2.642 0.0 -0.6 -0.6 0.113
H 0.006 1.546 -3.623 0.2 -0.2 0.2 0.028
H 2.291 1.592 4.733 -0.3 0.1 0.0 0.076
H -1.394 2.433 -5.101 -0.3 0.1 0.3 0.115
H -1.724 5.786 -2.373 0.0 -0.3 -0.4 0.126
H -4.881 3.996 -4.113 0.2 -0.1 0.2 0.168
H 2.904 0.087 -1.034 -0.1 0.3 0.0 0.028
H 1.873 -3.388 -1.239 0.1 0.3 0.0 0.065
H 1.744 1.194 -3.843 -0.1 0.0 0.3 0.091
H -4.831 3.130 -2.497 0.0 -0.7 -2.4 0.043
H 0.666 2.211 4.248 0.1 -0.3 0.0 0.058
H 3.108 -1.023 3.935 0.0 0.1 -0.1 0.088
H -0.370 -2.047 -3.072 -0.1 -0.2 0.1 0.037
H -0.931 4.466 -0.111 0.5 -0.6 -0.2 0.101
H -3.026 -1.998 -0.183 0.0 0.4 0.1 0.045
H 3.216 -0.778 2.163 -0.2 0.1 0.2 0.062
H -0.483 4.541 -4.211 -0.2 0.0 0.2 0.123
H 0.721 4.067 -2.369 0.2 -0.2 0.1 0.024
H 1.980 4.094 -1.098 0.0 -0.1 -0.2 0.069
H -1.835 -0.341 3.219 -0.2 -0.2 -0.1 0.044
H 3.597 0.588 3.283 -0.1 -0.2 -0.1 0.080
H 0.219 3.770 2.021 0.1 -0.6 -0.5 0.116
H -2.482 3.750 0.467 -0.1 -0.8 -0.3 0.028
H 0.128 -4.186 0.046 -0.2 0.2 0.2 0.063
H -3.551 1.955 2.222 -0.1 -0.1 0.0 0.053
H -4.716 0.643 1.887 0.2 0.2 -0.1 0.081
H 3.640 1.503 -1.843 -0.3 0.0 0.1 0.087

=====

# 2
68
Properties=species:S:1:pos:R:3:forces:R:3:lowdin_spin:R:1 method="wB97M-V/def2-TZVPD" homo_ev="-19.796 / -19.796" homo_lumo_gap_ev="5.04 / 4.61" energy_ev=-92424.6797 spin_multiplicity=4 e_above_lowest_kcal_mol=0.0 s_squared=4.12 charge=+4
Mn 0.345 0.324 -0.065 0.1 -1.6 0.5 2.580
S 0.049 -1.171 -3.178 0.1 1.6 1.6 -0.009
P -1.291 1.549 1.054 -1.6 1.9 1.4 -0.119
P 1.095 1.706 -1.724 0.9 2.4 -1.5 -0.060
P 1.863 1.144 1.470 1.1 0.9 1.6 -0.142
O -0.849 -1.071 4.320 0.5 0.6 0.2 0.000
C -1.695 -3.423 -6.017 0.2 -1.8 -1.5 0.206
C -0.467 -2.500 -4.129 -0.5 -2.3 -0.4 0.015
C -1.815 -2.127 4.314 -0.1 -0.8 -0.2 0.000
C 0.308 -4.508 -5.263 -0.5 -1.6 -1.8 0.240
C -2.922 0.869 0.628 0.3 -0.8 -0.7 -0.025
C -1.364 1.625 2.877 0.6 -0.6 0.1 -0.015
C 1.823 3.390 -1.562 0.0 0.0 0.3 -0.001
C 0.396 -3.617 -4.194 -0.6 2.4 1.1 0.242
C 3.576 0.760 0.994 -0.3 -0.4 -0.8 -0.021
C 1.896 2.952 1.764 -0.3 0.1 -0.4 -0.013
C -2.606 -2.252 5.603 0.0 0.1 -0.1 0.000
C 1.816 0.495 3.169 -0.6 -0.5 0.1 -0.026
C 0.633 -1.575 1.272 -1.8 -1.6 -1.1 -0.024
C -0.242 2.092 -2.923 -0.6 -0.4 0.0 -0.010
C -1.623 -2.508 -4.950 1.3 0.9 1.5 0.284
C -1.408 3.324 0.614 0.5 -0.2 -0.6 -0.006
C -0.402 -1.864 0.338 1.8 0.2 2.3 -0.051
C -0.711 -4.403 -6.225 -0.2 0.5 0.5 -0.005
C 2.498 0.876 -2.577 0.1 -0.8 0.3 -0.017
H 0.126 1.963 -3.943 0.1 0.0 0.1 -0.002
H -1.254 -3.047 4.099 -0.3 -0.1 0.1 0.000
H 4.220 1.156 1.788 -0.1 -0.1 -0.1 -0.006
H -0.579 3.137 -2.824 0.2 -0.4 0.2 0.000
H 1.715 -0.593 3.171 0.3 0.3 0.1 0.000
H -1.419 -1.688 0.684 0.0 -0.2 0.0 0.000
H -2.536 -3.387 -6.705 0.0 0.1 0.1 0.006
H 2.059 3.767 -2.568 -0.2 -0.3 0.1 -0.002
H -1.954 -2.533 6.434 0.0 0.1 0.0 0.000
H -0.755 -5.077 -7.089 0.0 0.3 0.4 -0.003
H -1.488 3.447 -0.473 -0.1 0.1 0.2 0.000
H -3.367 -3.031 5.524 0.1 0.0 -0.1 0.000
H -2.419 -1.805 -4.739 -0.1 0.0 -0.2 0.010
H -3.123 -1.320 5.842 0.1 0.0 0.0 0.000
H 2.762 3.366 -0.998 -0.2 0.1 -0.1 0.000
H 2.743 0.753 3.688 -0.1 0.2 -0.1 -0.006
H 2.823 3.169 2.315 -0.3 -0.1 0.0 -0.004
H 1.033 3.287 2.348 0.3 -0.2 0.1 0.000
H 1.897 3.523 0.833 0.1 -0.1 0.3 0.000
H -2.340 2.040 3.169 0.1 -0.1 -0.3 -0.006
H 2.451 1.071 -3.655 -0.1 0.0 0.2 -0.003
H 1.147 -3.712 -3.413 0.0 -0.2 -0.3 0.008
H 0.936 0.863 3.709 0.4 0.0 -0.1 0.000
H -2.308 3.724 1.105 0.2 -0.2 -0.1 -0.004
H -0.581 2.270 3.291 -0.2 0.0 -0.2 0.000
H -3.009 0.750 -0.461 -0.2 0.1 0.2 0.000
H 1.110 4.087 -1.108 0.2 -0.1 0.0 0.000
H 2.491 -0.217 -2.430 0.1 0.4 -0.1 -0.001
H 1.048 -5.301 -5.347 -0.1 0.1 -0.1 0.008
H -0.527 3.879 0.961 -0.3 -0.1 0.0 0.000
H -0.301 -2.624 -0.438 0.3 0.7 -0.3 -0.002
H 3.450 1.273 -2.196 -0.4 0.0 -0.1 0.000
H -1.101 1.414 -2.803 0.2 0.3 -0.1 0.000
H 3.849 1.188 0.026 0.1 0.1 0.2 0.000
H -0.462 -1.266 -1.851 0.0 -0.4 -1.5 -0.007
H -0.482 -1.007 5.214 -0.1 -0.1 -0.1 0.000
H 1.692 -1.881 1.130 -0.8 0.1 -0.2 -0.001
H -1.252 0.622 3.326 -0.2 0.2 0.0 -0.001
H 0.308 -1.534 2.331 0.1 0.9 -0.6 -0.001
H -2.454 -1.918 3.446 -0.1 0.0 0.2 0.000
H 3.695 -0.324 0.917 0.2 0.1 0.1 0.000
H -3.045 -0.122 1.090 -0.1 0.3 0.0 0.000
H -3.701 1.553 0.992 0.3 -0.1 -0.1 -0.007

=====

# 3
70
Properties=species:S:1:pos:R:3:forces:R:3:lowdin_spin:R:1 method="wB97M-V/def2-TZVPD" homo_ev="-15.034 / -15.081" homo_lumo_gap_ev="5.01 / 5.63" energy_ev=-73221.7545 spin_multiplicity=6 e_above_lowest_kcal_mol=9.2 s_squared=8.77 charge=+3
Sm -0.506 0.129 -0.141 -0.1 -3.7 -1.1 5.084
P 2.102 -0.480 -1.272 0.8 -0.7 -0.8 -0.011
P 1.711 0.927 1.843 0.5 0.3 0.9 -0.007
P -0.820 3.224 -0.511 -0.2 1.2 0.3 -0.001
O -1.064 -1.718 -1.145 0.5 2.0 2.0 -0.031
O -1.862 0.200 1.567 -0.9 0.5 0.9 -0.008
N -2.782 -0.133 3.659 0.0 0.4 -0.8 0.000
N -3.904 1.080 2.081 0.5 0.0 -0.2 0.000
C 0.963 -4.166 1.972 -0.2 -0.5 -0.3 0.000
C -1.220 -3.360 -2.874 0.1 0.8 0.3 -0.005
C -2.251 -2.638 -4.952 0.1 0.1 0.2 -0.005
C 1.050 1.312 3.510 -0.3 0.2 0.1 0.000
C 2.545 2.530 1.484 -0.1 0.0 -0.2 -0.002
C -2.625 -1.364 -2.931 1.2 0.0 0.4 -0.003
C -1.638 4.344 0.623 -0.3 0.1 0.3 0.000
C 2.812 -2.080 -0.730 -0.2 -0.2 0.3 -0.001
C 3.588 0.576 -1.392 0.0 0.4 0.0 -0.001
C -1.692 -0.925 4.215 0.3 -0.2 0.3 0.000
C -2.816 0.364 2.428 -0.1 -0.1 0.2 0.000
C 0.196 -4.702 1.010 0.3 0.3 0.3 0.000
C -2.825 -1.541 -4.294 -0.3 -0.3 -0.4 0.000
C 1.778 -0.832 -3.040 -0.2 0.2 -0.1 -0.001
C 0.247 4.097 -1.646 0.6 0.0 -0.5 0.000
C -2.038 2.268 -1.450 -0.3 -0.3 -0.1 -0.002
C -1.657 -2.161 -2.263 -0.5 -0.5 -1.6 -0.001
C 3.169 -0.066 2.347 0.0 -0.4 -0.2 -0.001
C -1.492 -3.570 -4.221 -0.5 0.2 -0.3 0.000
H -2.270 5.070 0.091 0.2 -0.2 0.0 0.000
H -2.280 3.801 1.332 0.2 0.0 -0.2 0.000
H 3.281 1.623 -1.509 0.2 -0.1 -0.1 0.000
H 3.599 -1.925 0.018 -0.2 -0.1 -0.2 0.000
H 4.168 0.282 -2.276 -0.1 0.1 0.3 0.000
H 0.617 -5.379 0.256 -0.2 0.3 0.3 0.000
H 3.824 -0.292 1.499 -0.2 0.1 0.2 0.000
H -1.107 -4.456 -4.729 -0.1 0.2 0.2 0.000
H -1.643 1.646 -2.285 -0.1 0.3 0.4 0.000
H 1.071 0.418 4.144 0.0 0.2 -0.2 0.000
H -0.288 4.904 -2.178 -0.1 -0.3 0.4 0.000
H -3.140 -0.581 -2.364 0.2 0.0 -0.2 0.000
H -0.837 -0.293 4.478 -0.3 -0.1 0.0 0.000
H -0.044 2.407 0.388 -0.1 0.4 -0.6 -0.001
H -0.623 -4.054 -2.283 0.0 0.2 -0.2 0.000
H 1.097 4.545 -1.116 -0.2 -0.1 0.0 0.000
H 2.027 -2.706 -0.285 0.2 0.0 -0.1 0.000
H -2.066 -1.402 5.123 0.1 0.0 -0.2 0.000
H 1.667 2.090 3.979 -0.1 -0.3 0.0 0.000
H 0.649 3.423 -2.420 -0.1 0.1 0.3 0.000
H -4.672 1.175 2.729 -0.1 0.1 -0.3 0.000
H -3.962 1.470 1.149 -0.3 -0.3 0.5 0.000
H 2.830 -1.011 2.787 0.1 0.2 -0.1 0.000
H 1.816 3.268 1.126 0.2 0.1 0.1 0.000
H 3.746 0.489 3.100 -0.2 -0.1 -0.2 0.000
H 4.223 0.494 -0.502 -0.2 0.0 -0.2 0.000
H 1.342 0.054 -3.519 0.1 -0.2 -0.1 0.000
H 3.239 -2.601 -1.597 -0.1 0.2 0.2 0.000
H 1.078 -1.669 -3.155 0.1 0.2 0.1 0.000
H -1.364 -1.704 3.517 -0.2 0.2 0.1 0.000
H 3.329 2.418 0.727 -0.2 0.0 0.2 0.000
H 0.547 -3.557 2.783 0.1 -0.2 -0.3 0.000
H -2.416 -2.777 -6.025 0.1 0.0 0.5 0.000
H 0.019 1.678 3.446 0.2 0.0 0.1 0.000
H -0.881 4.893 1.199 -0.1 -0.1 -0.2 0.000
H -3.444 -0.825 -4.848 0.1 -0.5 0.2 0.000
H -2.616 3.071 -1.932 0.0 -0.2 -0.1 0.000
H 2.028 -4.418 2.049 -0.4 0.2 0.0 0.000
H -2.778 1.689 -0.853 0.5 0.3 -0.2 0.000
H 2.728 -1.076 -3.534 -0.3 0.0 0.1 0.000
H 2.992 2.902 2.416 -0.1 0.0 -0.3 0.000
H -3.579 0.110 4.241 0.4 -0.3 0.1 0.000
H -0.880 -4.513 0.954 0.3 -0.1 0.0 0.000